ORCA calculation (wB97M-V/def2-TZVPD) on a molecular structure, C17H37BCl28I2NbOS in a non-equilibrium geometry.

Each line ends with the Mulliken charge.
Element x y z (Å)
C1 -1.208 0.369 -6.420  -0.3274
C2 -0.157 0.696 -5.416  -0.0989
Nb1 -0.428 -0.174 -3.315  -0.8737
S1 2.066 -0.048 -2.975  -0.4812
I1 -0.831 2.527 -2.413  -0.4539
I2 -0.062 -2.793 -4.376  -0.4424
B1 -0.715 -0.975 -1.194  1.4806
C3 0.103 -0.209 0.042  -0.4931
O1 -1.623 -2.128 -0.886  -0.5008
H1 -0.939 -0.378 -7.281  0.2708
H2 -2.287 0.842 -6.247  0.1594
H3 0.779 1.378 -5.588  0.2485
H4 -2.208 -0.404 -3.582  0.0714
H5 2.399 1.281 -2.663  0.0779
H6 -0.083 -0.749 1.075  0.1301
H7 1.254 -0.052 -0.200  -0.0804
H8 -0.372 0.869 0.131  0.2063
H9 -2.275 -2.167 -1.670  0.1931
C4 -1.908 4.813 -5.488  -0.3382
Cl1 -2.579 3.566 -6.547  -0.1143
Cl2 -0.151 4.668 -5.369  -0.1384
H10 -2.157 5.796 -5.895  0.2811
H11 -2.343 4.705 -4.492  0.2700
C5 -4.429 0.161 -0.949  0.1188
Cl3 -4.465 -1.324 -1.907  -0.2024
Cl4 -4.719 1.580 -1.964  -0.1267
H12 -5.204 0.109 -0.181  0.3542
H13 -3.448 0.256 -0.478  -0.1920
C6 2.298 -3.157 0.937  -0.2721
Cl5 3.319 -1.777 0.515  -0.1727
Cl6 1.945 -3.181 2.669  -0.1584
H14 1.359 -3.088 0.383  0.1740
H15 2.818 -4.080 0.667  0.3704
C7 5.287 -2.153 3.681  1.3551
Cl7 6.918 -2.677 3.243  -0.1745
Cl8 5.338 -0.820 4.841  -0.1847
H16 4.766 -1.821 2.780  -0.2248
H17 4.751 -2.994 4.129  -0.8037
C8 3.935 -3.820 -2.771  -0.1255
Cl9 2.548 -4.352 -1.812  -0.1184
Cl10 5.350 -4.834 -2.460  -0.1978
H18 3.679 -3.883 -3.832  0.3063
H19 4.173 -2.786 -2.509  0.1447
C9 -5.674 2.947 1.782  -0.3672
Cl11 -6.893 2.358 0.645  -0.0586
Cl12 -4.178 2.015 1.649  -0.0945
H20 -5.460 3.996 1.563  0.2688
H21 -6.062 2.854 2.799  0.2812
C10 1.646 4.660 0.738  -0.3278
Cl13 0.650 5.558 -0.414  -0.1332
Cl14 2.431 3.280 -0.040  -0.0887
H22 2.414 5.326 1.139  0.3087
H23 1.011 4.297 1.550  0.2342
C11 3.514 -4.817 6.170  -0.3299
Cl15 3.823 -3.237 6.899  -0.1185
Cl16 4.343 -4.974 4.617  -0.1359
H24 3.874 -5.597 6.846  0.2997
H25 2.439 -4.933 6.013  0.3093
C12 -10.818 0.827 0.445  -0.2907
Cl17 -10.254 0.070 1.940  -0.1418
Cl18 -9.459 1.285 -0.588  -0.1193
H26 -11.452 0.119 -0.094  0.2772
H27 -11.394 1.722 0.695  0.2728
C13 7.762 -3.979 8.204  -0.2691
Cl19 7.653 -3.271 9.820  -0.1864
Cl20 7.303 -2.807 6.963  -0.0564
H28 8.790 -4.302 8.025  0.2907
H29 7.090 -4.839 8.146  0.2204
C14 0.100 7.413 -8.037  -0.2466
Cl21 -1.332 6.947 -8.963  -0.1537
Cl22 -0.319 7.775 -6.358  -0.1418
H30 0.818 6.589 -8.054  0.2410
H31 0.545 8.301 -8.492  0.3049
C15 -10.745 -1.311 5.247  -0.0315
Cl23 -12.132 -1.842 6.206  -0.1682
Cl24 -9.330 -2.324 5.558  -0.1486
H32 -11.001 -1.373 4.186  0.0698
H33 -10.507 -0.277 5.509  0.2837
C16 11.232 -2.235 10.925  0.1277
Cl25 12.021 -0.842 10.175  -0.1541
Cl26 12.161 -3.714 10.653  -0.1570
H34 11.149 -2.060 12.000  0.2586
H35 10.236 -2.355 10.492  -0.0695
C17 -1.299 1.307 -10.249  -0.1912
Cl27 -2.686 0.775 -9.290  -0.1257
Cl28 0.115 0.293 -9.938  -0.1447
H36 -1.556 1.245 -11.309  0.2974
H37 -1.061 2.341 -9.987  0.1883

Summary:
- net charge = -1
- HOMO (eV) = -4.23
- lowest unoccupied orbital energy (eV) = 1.5937
- electronic energy (eV) = -400166.350
- maximum force (hartree/bohr) = 0.0876